{"formula": "C24H47NO14S5", "method": "ωB97M-V/def2-TZVPD", "elements": ["N", "C", "C", "C", "C", "C", "C", "S", "O", "O", "O", "C", "O", "C", "O", "O", "H", "H", "H", "H", "H", "H", "H", "H", "H", "H", "H", "H", "H", "H", "H", "C", "C", "C", "S", "O", "O", "C", "H", "H", "H", "H", "H", "H", "H", "H", "C", "C", "C", "S", "O", "O", "C", "H", "H", "H", "H", "H", "H", "H", "H", "C", "C", "C", "S", "O", "O", "C", "H", "H", "H", "H", "H", "H", "H", "H", "C", "C", "C", "S", "O", "O", "C", "H", "H", "H", "H", "H", "H", "H", "H"], "positions_angstrom": [[-1.31560, -2.15690, 5.45790], [-1.99447, -1.13541, 4.52127], [-1.91232, -1.78284, 3.01740], [-1.35087, -0.76679, 1.85633], [0.04741, 0.05867, 2.08612], [1.23116, -0.77330, 2.85357], [1.53058, -0.30672, 4.39544], [2.24845, 1.41219, 4.58614], [1.38362, 2.55479, 3.99243], [2.30902, 1.69206, 6.13877], [3.87403, 1.41325, 4.04255], [-2.54197, 0.37549, 1.63056], [-2.45891, 0.57075, 0.14658], [-1.88407, -0.65970, -0.42856], [-1.77930, -1.08860, -1.69628], [-1.37730, -1.60584, 0.61974], [-0.39208, -2.39733, 5.00329], [-1.90566, -3.02857, 5.32028], [-1.47261, -0.06780, 4.61706], [-3.09748, -0.98917, 4.90523], [-3.02483, -2.09116, 2.72608], [-1.24187, -2.76732, 2.96405], [-0.23283, 1.08949, 2.56247], [0.46786, 0.30795, 0.99679], [2.19656, -0.79361, 2.16520], [0.87193, -1.91063, 2.90632], [0.62379, -0.39034, 5.13017], [2.35631, -1.06037, 4.81423], [4.21039, 0.48872, 4.26274], [-3.65875, 0.00150, 1.78023], [-2.52794, 1.33663, 2.30329], [8.16934, -0.23090, 0.94160], [7.42219, 1.03440, 1.36039], [5.93062, 0.70397, 1.37096], [5.80880, -1.04551, 1.71172], [5.25845, -1.70461, 0.54603], [5.26228, -1.23561, 3.04049], [7.56230, -1.35904, 1.76230], [9.24594, -0.14271, 1.11413], [8.01121, -0.41688, -0.12744], [7.74163, 1.33023, 2.36706], [7.63632, 1.87177, 0.68894], [5.40028, 1.26281, 2.14617], [5.47209, 0.89214, 0.39627], [7.77681, -2.34911, 1.35644], [7.88235, -1.30234, 2.80700], [-5.97645, -1.18140, 9.23180], [-5.17433, 0.09663, 9.47229], [-4.24730, 0.28875, 8.27322], [-5.05807, -0.49033, 6.88493], [-4.26177, -1.62350, 6.46305], [-5.50507, 0.53115, 5.95907], [-6.46590, -1.09670, 7.79375], [-6.80914, -1.27661, 9.93479], [-5.32576, -2.05521, 9.35632], [-5.86042, 0.94893, 9.54843], [-4.60640, 0.04819, 10.40664], [-4.08799, 1.34745, 8.05348], [-3.28575, -0.20870, 8.42697], [-6.78430, -2.05966, 7.39087], [-7.27026, -0.36176, 7.69417], [0.33280, -0.47344, -4.07089], [-0.95059, -0.33277, -4.88804], [-0.55606, 0.15375, -6.28149], [1.10350, -0.44260, -6.56767], [1.99350, 0.69602, -6.65469], [1.06972, -1.47968, -7.57949], [1.31691, -1.20526, -4.97129], [0.16208, -1.01668, -3.13688], [0.72155, 0.52049, -3.81906], [-1.44336, -1.30966, -4.96419], [-1.65804, 0.35555, -4.41515], [-1.22282, -0.24464, -7.05041], [-0.53749, 1.24581, -6.33375], [2.35358, -1.10570, -4.64510], [1.05173, -2.26238, -5.06735], [0.04590, 2.06226, -11.33946], [-1.12658, 2.96623, -11.71726], [-2.40060, 2.31055, -11.18712], [-1.91224, 1.34898, -9.76285], [-2.12017, -0.05265, -10.06007], [-2.43488, 1.97338, -8.56392], [-0.16850, 1.69785, -9.87796], [1.00804, 2.55971, -11.49265], [0.02949, 1.15734, -11.95858], [-0.99506, 3.94910, -11.24864], [-1.18416, 3.12354, -12.79885], [-3.14109, 3.05576, -10.88571], [-2.83602, 1.62903, -11.92305], [0.40853, 0.82664, -9.56330], [0.04639, 2.54855, -9.22437]], "forces_ev_per_angstrom": [[-0.5374, -0.0118, -1.5253], [0.3665, -0.1888, -0.0329], [-0.2654, 0.3864, -0.6248], [-1.9830, 0.3203, 1.5818], [0.0845, -0.1457, -1.1298], [-0.6013, -0.6006, -0.3222], [0.8713, -1.9706, -0.7044], [-2.0275, 5.2844, 5.5929], [3.4121, -4.5724, 0.3028], [0.3681, -2.0584, -5.6235], [-2.5181, -1.6058, 0.4624], [-1.0899, -1.4643, -0.2040], [1.9132, -3.2977, -0.7220], [0.7685, -3.0541, -3.8681], [-1.1309, 3.8099, 8.3207], [-1.3669, 5.1427, -1.0642], [-1.3398, 0.2474, 0.6731], [1.0070, 1.2797, 0.4574], [-0.8916, -2.3466, -0.3478], [2.4531, -0.4454, -1.1132], [2.5351, 0.5737, 0.2876], [-1.4683, 2.1512, 0.3870], [0.8165, -2.0702, -0.6187], [-1.0503, -0.4854, 2.3212], [-1.8762, 0.2138, 1.8111], [0.8880, 2.4343, 0.0333], [1.6850, 0.6608, -1.5002], [-1.5896, 1.8775, -0.7625], [-0.2640, 1.2074, -0.4216], [2.4791, 0.2003, -0.0884], [0.7642, -1.5637, -1.9135], [0.1335, 0.0675, -0.2530], [0.2585, 0.2572, 0.0904], [-0.1115, 0.6936, -0.0535], [0.1884, -0.0022, -0.3984], [-0.0975, 0.0826, 0.6719], [-0.4114, -0.1059, -0.0564], [0.5298, -0.2022, 0.0525], [-0.1661, -0.0515, -0.0358], [0.0475, -0.0284, 0.1460], [-0.0471, -0.0401, -0.1437], [-0.0702, -0.1266, 0.1387], [-0.0810, -0.1987, -0.1927], [-0.0067, -0.1779, 0.1631], [-0.2122, 0.0548, 0.1102], [-0.1174, -0.0376, -0.1097], [0.0486, -0.1899, 0.2185], [-0.1232, 0.1761, 0.3164], [0.4459, 0.3373, 0.4386], [-0.3870, 0.3265, -0.0261], [-0.3950, 0.2490, -0.0400], [0.4185, -0.5611, -0.0390], [-0.4422, -0.2675, 0.2469], [0.1211, -0.0148, -0.1204], [-0.1221, 0.0803, -0.0330], [0.0940, -0.1275, -0.0140], [-0.0794, 0.0401, -0.1720], [0.0370, -0.2510, -0.1684], [-0.1411, 0.0177, -0.1762], [0.1035, 0.1666, -0.1283], [0.1503, -0.0711, -0.0806], [-0.0006, 0.0804, 0.2812], [-0.2850, -0.1067, 0.2193], [-0.5784, 0.2507, -0.0595], [-0.1575, -0.4020, 0.0069], [-0.0152, -0.2402, -0.3135], [0.3289, 0.5514, -0.0037], [0.1615, -0.1788, 0.4713], [0.0088, 0.1256, -0.1867], [0.0052, -0.1186, -0.0258], [0.0751, 0.1517, 0.0431], [0.1110, -0.1675, -0.0922], [0.2458, 0.1377, -0.0237], [0.0855, -0.1770, -0.0853], [-0.0559, -0.0165, -0.2254], [0.0541, 0.1503, -0.0774], [0.1334, -0.0873, -0.2202], [0.1192, 0.3118, -0.1758], [-0.3555, 0.3789, -0.5308], [0.0807, -0.0639, 0.2830], [-0.1412, 0.4404, 0.3341], [-0.0367, -0.4948, -0.2489], [0.5413, 0.0428, -0.0038], [-0.1307, -0.1071, 0.0371], [0.0449, 0.0918, 0.1149], [-0.0144, -0.1428, -0.0574], [-0.0221, -0.0026, 0.1761], [0.0327, -0.2862, 0.0614], [0.0498, 0.0030, 0.2259], [-0.1824, 0.0172, 0.1037], [-0.0802, -0.1451, -0.0238]], "spin_multiplicity": 1, "charge": 0, "smiles": "NCC[C@]1(CCCS(=O)(=O)O)COC(=O)O1.O=S1(=O)CCCC1.O=S1(=O)CCCC1.O=S1(=O)CCCC1.O=S1(=O)CCCC1", "orbital_gap_ev": 9.85}